# 1
Here is C23H53O3P3Ti as an isolated structure at a distorted geometry from the Open Molecules 2025 dataset. Energies are from ωB97M-V with the def2-TZVPD basis set.

Structure (XYZ):
```
83
C23H53O3P3Ti, DFT ωB97M-V with the def2-TZVPD basis set
O -0.389 0.920 -2.396
H 3.828 2.187 1.278
C -2.301 -3.281 1.528
H -2.222 -2.239 1.882
H 3.497 4.703 -1.065
C -3.426 -3.257 -1.545
H -1.498 -4.407 -0.124
P -0.902 -2.166 -0.690
H -1.006 2.947 1.580
H -2.423 3.848 -0.069
H 0.598 -1.026 4.707
C 1.375 3.604 -1.982
H 0.064 -5.044 1.449
C 2.288 -0.680 -0.824
H 3.833 3.835 0.432
C -3.017 -0.903 -2.213
P 2.288 -1.784 3.160
H 3.670 -3.698 3.512
C -0.294 -3.089 -2.198
H 0.971 -1.581 -3.115
H -1.249 0.515 1.416
P 0.979 2.271 0.507
H 3.066 0.812 2.063
H -1.503 -0.221 1.462
H 0.303 1.341 3.104
H -4.110 -0.790 -2.276
C -0.479 3.426 0.741
H -1.148 -3.719 -2.487
H -1.115 4.199 -1.210
H -1.601 2.516 -0.909
H 0.651 2.888 -2.381
H 0.698 -4.767 -1.177
C 0.048 -2.135 -3.345
C -1.178 -3.571 0.515
H 0.307 -2.709 4.203
H -1.029 5.408 1.377
H -4.511 -3.097 -1.456
H -3.183 -4.127 -0.927
C 0.114 -3.962 1.230
H 1.036 -3.779 0.669
H -2.666 -1.219 -3.204
H 3.726 2.120 3.053
H 4.127 -1.487 4.590
H -3.141 -1.589 -0.193
H -2.592 0.074 -1.980
H 0.205 -3.434 2.189
Ti 0.748 -0.335 0.317
C -2.716 -1.950 -1.142
H 3.327 0.077 4.278
H -3.221 -3.506 -2.594
H 1.606 1.951 4.162
O 3.165 -0.788 -1.600
C -0.104 4.852 1.169
C 1.841 2.595 2.118
C -1.452 3.490 -0.439
C 2.116 3.090 -0.747
H 1.614 -2.348 5.366
C 0.955 2.203 3.310
H 2.203 -4.128 2.588
C -0.065 0.470 -1.344
C 1.079 -1.986 4.480
H 0.875 4.565 -1.786
H 3.536 -3.267 1.772
C 3.668 -0.852 3.826
H 0.423 5.397 0.373
C 2.981 -3.377 2.702
H 1.199 -4.474 -2.852
C 3.026 4.202 -0.210
H -2.179 -3.958 2.389
H 0.496 4.890 2.085
H 0.236 -2.749 -4.239
H -3.316 -3.441 1.143
H 2.734 2.223 -1.034
H 1.768 -3.382 -1.576
H 0.311 3.044 3.619
H 2.451 4.957 0.341
C 3.189 1.891 2.121
H -0.745 -1.418 -3.576
O 1.583 -1.064 1.994
H 2.130 3.788 -2.762
C 0.910 -3.985 -1.912
H 2.003 3.681 2.153
H 4.410 -0.643 3.035
```

E_tot: -3005.78139 Eh
Multiplicity: 1
Total charge: +4



# 2
Here is a 4-piece molecular cluster, C23H54NO7P overall at a distorted geometry from the Open Molecules 2025 dataset. Energies are from ωB97M-V with the def2-TZVPD basis set.

Structure (XYZ):
```
86
C23H54NO7P, DFT ωB97M-V with the def2-TZVPD basis set
C 7.361 2.459 0.486
H 0.546 -0.207 -1.858
H 4.541 3.256 3.139
H 5.897 -0.835 2.775
C -1.515 -0.665 -0.084
H -1.749 -0.961 -2.960
C -0.054 0.818 -1.811
H 0.084 3.299 0.766
O -6.821 0.907 0.042
O -6.401 1.670 1.046
O -3.554 -0.884 -1.835
H 0.679 4.163 -0.801
H -4.052 2.390 -0.745
C -2.485 -0.154 -2.475
C 3.743 -1.105 2.587
C 1.551 1.199 0.411
O -4.798 5.080 -2.708
H 2.030 0.146 0.209
H -1.792 -4.892 -1.212
H -2.119 3.354 -2.724
H 7.250 1.389 0.693
H -5.021 -6.794 -1.027
H 4.702 5.482 2.049
C 0.061 3.212 -0.425
O 5.049 2.913 1.203
H -1.437 -1.749 -0.579
H -6.868 2.555 1.034
H -0.144 1.260 -2.893
C -1.569 0.530 -1.254
H 0.708 1.066 1.245
C 5.596 4.977 2.433
H 5.656 -4.607 2.672
H 5.112 0.297 1.675
H -2.750 0.585 -3.330
H 1.732 2.222 -1.615
C -2.867 -5.103 -1.155
H 5.602 2.591 -0.726
C -5.238 1.544 -2.638
H -2.485 -0.568 0.598
C 4.845 -3.875 2.750
H -0.591 -0.571 0.626
H 5.011 -3.289 3.656
H -1.025 3.345 -0.840
H -2.091 1.445 -0.747
H 2.356 1.912 0.874
C 4.993 -0.241 2.622
C 6.012 3.080 0.165
H 3.896 -4.411 2.876
C -5.730 -0.067 -0.125
H -5.713 3.214 -1.110
C 4.800 -3.000 1.508
C -5.075 -6.704 0.060
H 7.823 2.915 1.365
C 0.839 1.855 -0.912
H -2.998 3.087 -4.109
C -4.753 2.725 -1.618
H -3.430 -3.056 -1.558
H 6.115 4.141 -0.087
H 5.813 5.357 3.437
H -6.388 1.763 -2.875
C -4.108 3.926 -2.572
H -3.007 -6.103 -1.577
H 2.871 -0.458 2.439
P -5.136 -0.234 -1.977
H 4.639 -3.640 0.634
H -6.151 -1.124 0.163
H -4.663 1.660 -3.657
O -3.211 -5.102 0.229
H 3.589 -1.615 3.544
H 8.048 2.583 -0.356
H -5.208 -4.541 0.159
H 4.928 0.489 3.434
C -3.614 -4.056 -1.964
H 5.757 -2.494 1.347
C -4.579 -5.350 0.542
H 6.430 5.253 1.785
H -4.693 -4.221 -1.950
C 5.381 3.472 2.472
O 3.737 -2.051 1.520
H -3.285 -4.076 -3.008
H 6.250 2.960 2.895
H -4.464 -7.509 0.486
H -4.805 0.122 0.605
H -4.663 -5.315 1.633
H -6.117 -6.857 0.357
N -2.818 3.814 -3.354
```

E_tot: -1831.12699 Eh
Multiplicity: 1
Structure (SMILES): CC(C)C[C@H](C)COP(CCC(N)=O)COO.CCOCC.CCOCC.CCOCC



# 3
Here is C23H54O21Tl as an isolated structure at a distorted geometry from the Open Molecules 2025 dataset. Energies are from ωB97M-V with the def2-TZVPD basis set.

Structure (XYZ):
```
99
C23H54O21Tl, DFT ωB97M-V with the def2-TZVPD basis set
C -25.940 -15.925 -31.817
H -31.012 -10.923 -33.120
O -35.056 -11.070 -31.482
H -32.780 -17.891 -26.340
H -32.657 -18.463 -29.069
H -27.531 -16.727 -32.902
C -27.226 -11.587 -30.281
O -32.201 -13.035 -27.572
H -32.967 -16.450 -30.926
H -37.470 -11.988 -33.670
C -30.090 -11.273 -25.224
O -24.768 -15.133 -31.969
H -26.765 -17.089 -26.569
O -29.631 -11.875 -26.404
C -36.743 -14.296 -29.886
C -29.388 -14.431 -29.366
C -36.776 -12.106 -32.836
C -31.501 -13.427 -28.472
H -30.957 -10.637 -25.408
H -32.061 -17.274 -24.809
O -35.914 -13.206 -29.838
O -26.980 -16.192 -26.303
O -27.867 -11.670 -24.300
C -27.568 -16.366 -24.973
H -26.686 -15.360 -31.252
H -25.936 -16.992 -33.673
H -36.627 -10.061 -32.503
O -32.502 -14.766 -25.471
O -31.266 -16.954 -29.098
C -31.812 -9.850 -34.729
H -31.390 -18.871 -29.931
H -25.661 -16.784 -31.207
C -30.988 -11.056 -34.205
H -31.155 -16.418 -31.846
H -30.396 -12.273 -26.822
O -28.196 -14.755 -29.152
H -28.686 -10.917 -29.317
O -25.101 -11.737 -29.008
C -28.887 -10.671 -24.465
H -34.034 -18.347 -24.467
H -32.468 -14.021 -26.080
H -33.455 -17.955 -31.443
C -31.989 -13.232 -29.944
H -29.624 -16.470 -24.341
H -37.441 -14.369 -29.051
C -32.876 -17.171 -25.525
O -35.997 -13.260 -32.950
C -31.970 -17.962 -29.754
O -29.534 -15.088 -31.829
O -31.563 -12.398 -34.449
H -30.988 -12.927 -33.890
H -25.931 -10.051 -30.225
O -33.045 -12.646 -30.222
H -35.292 -10.637 -33.440
H -37.504 -12.062 -32.024
H -34.238 -11.457 -31.805
C -26.575 -16.270 -33.166
H -37.314 -14.419 -30.807
Tl -34.479 -11.171 -28.268
H -29.110 -10.376 -23.439
H -31.501 -13.898 -32.018
H -24.899 -14.501 -32.681
H -31.431 -8.923 -34.299
H -35.659 -12.957 -30.731
H -30.022 -14.345 -24.518
H -26.963 -15.790 -24.274
C -30.158 -14.082 -28.310
O -27.935 -11.475 -29.105
H -29.904 -14.122 -27.257
C -29.970 -14.417 -30.788
C -33.037 -15.826 -26.292
H -32.128 -10.645 -36.390
H -29.415 -16.231 -26.082
H -27.327 -12.586 -30.715
H -30.458 -16.702 -29.551
O -31.493 -17.303 -31.999
H -32.584 -15.812 -27.286
H -36.251 -15.265 -29.768
H -25.061 -11.536 -30.849
H -24.181 -11.477 -28.922
O -31.710 -9.835 -36.087
H -32.846 -9.885 -34.377
O -29.185 -14.583 -24.924
O -26.897 -15.081 -33.843
H -27.581 -14.551 -33.427
C -35.939 -10.902 -32.602
H -27.776 -11.088 -31.082
H -30.509 -12.061 -24.592
O -34.073 -17.430 -24.751
H -28.505 -9.780 -24.964
H -29.956 -10.997 -34.549
C -31.161 -13.811 -30.996
H -34.080 -15.825 -26.619
H -27.685 -11.939 -23.397
C -29.024 -15.961 -25.099
H -35.429 -13.210 -33.724
C -32.548 -17.441 -31.123
C -25.757 -11.123 -30.117
H -27.626 -17.425 -24.721
```

E_tot: -2660.58768 Eh
Relative energy (zero: lowest compared OMol25 entry of this formula, charge and spin): 42.0 kcal/mol
Multiplicity: 1
Total charge: +1



# 4
Here is C23H55Cl2GaN7O4P2 as an isolated structure at a distorted geometry from the Open Molecules 2025 dataset. Energies are from ωB97M-V with the def2-TZVPD basis set.

Structure (XYZ):
```
94
C23H55Cl2GaN7O4P2, DFT ωB97M-V with the def2-TZVPD basis set
H 6.004 2.412 1.599
H -4.339 -1.348 -2.146
H -3.617 -3.622 -1.399
N -2.594 1.788 4.461
C 1.410 -2.173 -2.457
C -1.166 1.130 1.666
C 1.181 2.809 -1.370
H 0.391 -0.905 1.806
O 2.598 2.182 0.668
C -4.053 -5.321 -4.160
H -4.548 -7.280 -3.138
H 2.117 4.619 -2.865
N 2.612 3.065 -1.538
H -1.143 2.219 1.593
N -0.747 -3.703 -0.198
Ga -1.721 -0.864 -2.181
H -2.950 2.656 2.551
C 6.114 1.489 -1.220
H -4.742 -6.565 -1.096
H 6.638 2.020 -0.425
H 5.406 3.893 2.368
H -3.225 -4.969 -4.826
H 5.287 1.416 -3.607
H 6.344 4.233 -0.481
H -3.653 -6.452 1.161
H 4.119 0.478 -2.655
H -2.438 -3.757 -2.768
H -2.041 -6.212 0.433
H 1.013 1.753 -1.164
H -3.070 0.903 6.324
H 1.260 2.205 2.709
H 0.125 4.634 4.976
H -4.252 2.796 3.670
O -2.917 -6.425 -2.196
C 4.464 1.488 -2.892
H 2.504 -2.321 -2.655
H 2.660 5.165 -1.271
H 0.629 3.031 -2.286
C 0.798 -1.604 -3.763
O -0.983 -1.309 -0.473
H -1.082 -1.388 2.666
H -4.327 1.929 5.676
Cl -1.011 -0.374 -5.348
C 5.120 3.049 1.735
H 4.388 2.474 2.304
H -3.028 -7.229 -4.079
H -5.358 -4.487 -2.543
H -2.197 0.768 1.575
C -3.459 -1.828 -2.655
C -0.430 -1.056 -3.766
N 4.566 3.500 0.459
H -3.328 -4.936 0.280
H -2.093 0.709 -2.103
H 0.994 -3.199 -2.294
C -4.590 -4.141 -3.281
H -3.625 -1.637 -3.754
C -3.243 1.826 5.770
H -1.362 3.927 5.530
H -0.617 0.787 0.787
H 3.802 4.522 -2.495
C -0.189 -0.755 2.720
H 0.172 3.257 6.095
H 5.604 5.303 0.708
Cl 1.800 -1.710 -5.255
C -3.644 -6.749 -1.017
H 4.882 5.149 -0.848
H 0.749 3.406 -0.558
N 4.902 2.216 -1.671
H -4.887 -5.601 -4.863
O -1.387 -0.215 4.948
P 3.666 2.292 -0.411
C 2.814 4.405 -2.048
H 6.834 1.394 -2.034
P -0.969 1.171 4.470
H -2.874 2.656 6.389
H 1.745 2.260 4.406
N -0.315 2.757 4.068
C 5.380 4.573 -0.076
H 1.285 -1.523 -1.569
C -3.160 2.811 3.604
C -0.997 -2.582 -0.218
H -5.081 -3.415 -3.980
C -0.344 3.681 5.228
H -3.495 -7.855 -0.843
C -3.455 -3.392 -2.481
C -3.131 -6.032 0.262
H -2.838 3.830 3.864
H 3.665 2.004 -3.418
H 0.438 -1.103 3.541
C 1.110 2.731 3.647
C -3.680 -6.625 -3.388
N -0.535 0.655 2.887
H 1.473 3.747 3.471
H 5.870 0.488 -0.852
```

E_tot: -5121.35224 Eh
Multiplicity: 1
Total charge: -1



# 5
Here is C23H55N4O17V as an isolated structure at a distorted geometry from the Open Molecules 2025 dataset. Energies are from ωB97M-V with the def2-TZVPD basis set.

Structure (XYZ):
```
100
C23H55N4O17V, DFT ωB97M-V with the def2-TZVPD basis set
C -1.858 6.073 6.452
H -9.145 -2.453 2.383
O 7.868 1.284 3.839
V 2.327 -0.706 -0.197
O 5.391 1.623 -4.388
H -2.321 2.282 -3.930
C 0.232 5.835 5.374
O 3.317 10.398 3.184
O 9.063 -4.234 -0.937
H 8.771 -3.331 -0.798
H 4.237 12.102 3.124
H -7.762 -0.010 -0.741
O 10.537 -2.769 -1.464
H 0.415 3.779 -1.212
H -1.651 3.001 -1.580
H 0.392 -9.444 -2.514
C -1.209 4.718 -2.858
H -1.005 5.445 -2.072
H -0.684 4.868 -3.801
H -1.566 -0.877 -3.849
H 0.251 -9.200 1.812
H -0.320 -7.798 -8.161
O -7.529 -0.319 1.277
H 0.499 5.133 6.164
H -1.662 -9.360 -0.953
H 7.066 1.408 5.700
N 1.367 7.353 3.655
C -1.181 0.041 -4.294
O 1.252 -0.787 0.965
C -0.992 3.255 -2.410
O 6.139 0.086 3.292
O 7.343 2.655 -3.970
O 6.559 2.107 -6.020
C -0.662 -7.863 -2.222
C 6.474 2.145 -4.727
H 0.784 -10.565 0.921
O -0.672 6.741 5.968
H -6.641 -2.001 0.276
H -6.087 -3.207 2.312
H -0.686 -9.180 -6.127
H 0.200 -7.225 -2.028
H 1.530 7.454 5.790
H -7.158 -0.828 3.518
H 1.069 -9.180 -4.645
H -0.252 -6.067 -7.857
H -5.636 -1.162 1.273
H -1.497 -7.616 -0.351
C -8.345 -0.271 0.142
H 3.399 7.758 3.969
C 1.414 6.698 5.013
H -2.273 4.727 -3.094
H -1.717 5.663 7.452
H -1.742 -6.883 -7.354
H -8.321 -3.657 3.327
C -6.679 -1.476 1.230
H 0.493 7.859 3.645
H -2.736 6.714 6.535
C -6.874 -2.458 2.406
H 2.692 8.017 2.384
H 2.447 12.212 3.545
H -2.155 5.284 5.761
O -0.976 0.911 -3.209
O 11.126 -4.856 -1.533
C 0.298 -8.483 -4.318
H 5.848 1.464 -5.962
H -9.028 0.578 0.156
C 0.066 -9.746 0.887
H -8.477 -3.953 1.722
H 0.844 -7.585 -4.028
H 0.990 3.422 -2.647
O -0.124 -7.180 -6.265
H 2.327 6.106 4.945
C -1.285 2.231 -3.595
C -1.061 -8.452 -0.897
C 10.268 -3.956 -1.356
H -9.018 -1.080 -0.142
C -8.276 -3.111 2.385
N -6.621 -1.677 3.618
H 2.888 9.654 5.072
H -0.118 5.394 4.440
H -1.915 0.457 -4.984
H -1.664 -8.086 -5.205
H -0.942 -10.135 1.033
H 1.479 9.924 3.886
N -0.288 -9.003 -3.117
N 0.289 3.135 -1.979
H -1.457 -7.209 -2.579
H 3.624 11.752 4.754
O 0.073 -8.935 -0.314
O 6.529 0.672 5.397
C 2.544 8.192 3.450
H -5.681 -1.347 3.454
H -0.555 2.603 -4.314
C -0.668 -7.007 -7.496
C 2.510 9.609 4.050
C 3.397 11.698 3.690
C -0.634 -8.292 -5.496
H -0.344 -0.006 -4.991
O 2.682 -2.154 -0.748
C 6.844 0.659 4.106
```

E_tot: -3351.05791 Eh
Relative energy (zero: lowest compared OMol25 entry of this formula, charge and spin): 287.2 kcal/mol
Multiplicity: 1
Total charge: -2